[1]
{
  "formula": "C5H13N",
  "method": "ωB97M-V with the def2-TZVPD basis set",
  "species": ["C", "C", "C", "N", "C", "C", "H", "H", "H", "H", "H", "H", "H", "H", "H", "H", "H", "H", "H"],
  "positions_angstrom": [[1.089735, 1.492553, -0.638918], [0.734585, 0.035016, -0.340310], [1.637432, -0.621843, 0.709579], [-0.671997, -0.029159, 0.082146], [-1.569393, 0.008974, -1.060123], [-1.239486, -0.784835, 1.172420], [0.511990, 2.120770, 0.031161], [0.807546, 1.762365, -1.658168], [2.109946, 1.824613, -0.518315], [0.784844, -0.552655, -1.259035], [2.665677, -0.281513, 0.607330], [1.302715, -0.429690, 1.722104], [1.636537, -1.702380, 0.541577], [-1.387798, -0.855775, -1.735147], [-1.376006, 0.868211, -1.700287], [-2.599275, -0.115292, -0.735897], [-1.605484, -1.767645, 0.823861], [-2.077220, -0.251268, 1.625189], [-0.503045, -1.013983, 1.937193]],
  "forces_ev_per_a": [[-0.55, 0.45, -0.24], [-0.21, -0.44, 1.08], [0.11, -0.20, -0.62], [-0.78, 0.98, -0.51], [0.67, -0.91, -0.20], [0.58, -0.85, -0.35], [-0.19, 0.11, 0.10], [-0.07, 0.02, 0.01], [0.59, -0.51, 0.04], [0.41, -0.08, -0.23], [0.04, 0.05, -0.01], [0.11, 0.21, 0.11], [-0.01, 0.03, 0.25], [0.01, -0.06, 0.15], [-0.42, 0.33, 0.25], [-0.12, 0.59, -0.06], [-0.12, 0.02, 0.12], [0.05, 0.05, -0.01], [-0.09, 0.20, 0.12]],
  "nbo_charge": [-0.62, -0.03, -0.61, -0.46, -0.41, -0.40, 0.22, 0.20, 0.21, 0.17, 0.21, 0.21, 0.21, 0.15, 0.20, 0.20, 0.16, 0.19, 0.20],
  "homo_lumo_gap_ev": 8.958,
  "smiles": "CC(C)N(C)C",
  "de_lowest_kcal_mol": 26.4,
  "charge": 0,
  "homo_energy_ev": -7.9,
  "e_lumo_ev": 1.10
}

=====

[2]
{
  "formula": "C5H13N",
  "method": "ωB97M-V with the def2-TZVPD basis set",
  "species": ["C", "C", "C", "C", "C", "N", "H", "H", "H", "H", "H", "H", "H", "H", "H", "H", "H", "H", "H"],
  "positions_angstrom": [[0.622793, -1.291346, 1.549014], [-0.215993, -0.551292, 0.495514], [-0.375190, -1.211207, -0.863769], [0.166391, 0.993072, 0.250632], [-1.070839, 1.634006, -0.350103], [1.390114, 0.989222, -0.666223], [1.643003, -0.908317, 1.292480], [0.443380, -2.302440, 1.420381], [0.534553, -0.956002, 2.615985], [-1.240525, -0.598863, 0.923675], [0.494947, -1.317666, -1.517414], [-0.288329, -2.199822, -0.393734], [-1.296710, -1.292240, -1.447514], [0.480872, 1.516922, 1.165907], [-2.051283, 1.498379, 0.196843], [-0.956293, 2.593224, -0.838938], [-1.295607, 1.116675, -1.371350], [1.428684, 0.376133, -1.538630], [1.586033, 1.911562, -0.922756]],
  "forces_ev_per_a": [[1.90, 3.65, -0.49], [-1.71, 3.08, 0.74], [1.09, -3.43, 0.93], [0.47, -1.86, -0.87], [-1.51, -1.25, -2.83], [-0.88, -1.84, 0.29], [-0.16, -1.32, 0.22], [0.24, -2.14, 0.14], [-0.69, -0.26, -1.04], [0.25, 0.53, -0.33], [-0.04, 0.79, -0.03], [-0.53, -0.86, -0.93], [0.06, 0.91, 0.45], [-0.06, -0.32, -0.18], [1.32, 0.54, -0.17], [0.20, 0.91, 0.99], [0.37, 0.06, 1.72], [-0.81, 1.28, 1.93], [0.49, 1.53, -0.54]],
  "nbo_charge": [-0.62, -0.20, -0.65, -0.05, -0.65, -0.87, 0.22, 0.20, 0.22, 0.20, 0.20, 0.22, 0.23, 0.19, 0.22, 0.22, 0.20, 0.37, 0.35],
  "homo_lumo_gap_ev": 10.174,
  "smiles": "CC(C)[C@H](C)N",
  "de_lowest_kcal_mol": 44.3,
  "charge": 0,
  "homo_energy_ev": -9.1,
  "e_lumo_ev": 1.11
}

=====

[3]
{
  "formula": "C5H13N",
  "method": "ωB97M-V with the def2-TZVPD basis set",
  "species": ["C", "C", "C", "H", "H", "H", "H", "H", "H", "C", "N", "C", "H", "H", "H", "H", "H", "H", "H"],
  "positions_angstrom": [[0.879377, 2.395261, 1.477923], [-0.000324, 1.808077, 2.268588], [-1.037491, 0.839001, 1.795838], [1.586288, 3.116512, 1.873842], [0.968281, 2.195746, 0.411790], [-0.008680, 2.100445, 3.311377], [-1.824295, 1.340371, 1.237777], [-0.616040, 0.091529, 1.124265], [-1.571750, 0.293391, 2.574845], [0.179498, -2.587196, -1.278406], [0.406297, -1.191911, -0.972838], [-0.064623, -0.288138, -2.020403], [0.443708, -2.852619, -2.306137], [0.714989, -3.235959, -0.579748], [-0.893057, -2.806364, -1.177589], [1.386577, -1.017007, -0.801716], [0.706692, -0.078249, -2.766234], [-0.395993, 0.646527, -1.573966], [-0.859455, -0.769416, -2.599208]],
  "forces_ev_per_a": [[0.53, 0.23, -0.17], [-0.30, 0.05, 0.04], [-0.33, -0.44, -0.18], [-0.06, -0.03, 0.00], [-0.16, -0.11, 0.13], [-0.03, -0.07, 0.12], [-0.07, 0.26, -0.14], [0.12, -0.02, -0.09], [0.30, 0.12, 0.26], [-0.42, -0.23, 0.02], [0.01, 0.22, 0.09], [0.24, -0.36, -0.14], [0.24, -0.15, -0.12], [-0.02, 0.13, -0.12], [0.20, 0.02, 0.06], [0.00, -0.07, 0.06], [0.16, 0.15, -0.02], [-0.20, 0.09, -0.17], [-0.20, 0.22, 0.37]],
  "nbo_charge": [-0.41, -0.17, -0.68, 0.19, 0.18, 0.19, 0.22, 0.24, 0.21, -0.41, -0.63, -0.42, 0.16, 0.20, 0.19, 0.35, 0.17, 0.20, 0.19],
  "homo_lumo_gap_ev": 9.856,
  "smiles": "C=CC.CNC",
  "de_lowest_kcal_mol": 37.2,
  "charge": 0,
  "homo_energy_ev": -8.8,
  "e_lumo_ev": 1.08
}

=====

[4]
{
  "formula": "C5H13N",
  "method": "ωB97M-V with the def2-TZVPD basis set",
  "species": ["C", "C", "C", "H", "H", "H", "H", "H", "H", "C", "C", "N", "H", "H", "H", "H", "H", "H", "H"],
  "positions_angstrom": [[1.286006, 2.187932, 0.520814], [0.450807, 2.281473, -0.498430], [0.679763, 1.932242, -1.922079], [0.979220, 2.491208, 1.509648], [2.304853, 1.843887, 0.374208], [-0.519022, 2.731330, -0.324003], [-0.111834, 1.303070, -2.328883], [0.654953, 2.808005, -2.586270], [1.659721, 1.496536, -2.135890], [-0.351771, -1.840104, 1.821933], [-0.592485, -1.518760, 0.356019], [-1.685224, -2.332974, -0.189714], [-1.152382, -1.375526, 2.397319], [-0.459024, -2.919978, 1.978713], [0.642609, -1.545680, 2.139737], [-0.875191, -0.495037, 0.260547], [0.328561, -1.538183, -0.205934], [-1.755036, -2.208989, -1.189241], [-1.484522, -3.300449, 0.021506]],
  "forces_ev_per_a": [[0.28, -0.08, -0.24], [-0.38, 0.45, -0.11], [0.53, 0.24, -0.94], [0.08, 0.04, 0.10], [-0.06, -0.14, 0.13], [-0.22, -0.12, 0.20], [0.04, -0.30, 0.19], [-0.13, 0.16, 0.38], [-0.14, -0.28, 0.30], [-0.61, -0.43, -0.39], [-0.19, -0.07, 0.02], [0.36, 0.21, 0.44], [0.28, 0.07, 0.30], [0.20, 0.06, 0.02], [-0.04, 0.22, 0.21], [-0.43, 0.94, 0.09], [0.59, -0.61, -0.34], [-0.03, -0.16, -0.08], [-0.11, -0.20, -0.29]],
  "nbo_charge": [-0.41, -0.17, -0.65, 0.20, 0.19, 0.19, 0.22, 0.22, 0.21, -0.61, -0.22, -0.83, 0.21, 0.19, 0.21, 0.18, 0.16, 0.36, 0.35],
  "homo_lumo_gap_ev": 10.261,
  "smiles": "C=CC.CCN",
  "de_lowest_kcal_mol": 29.7,
  "charge": 0,
  "homo_energy_ev": -9.2,
  "e_lumo_ev": 1.08
}

=====

[5]
{
  "formula": "C5H13N",
  "method": "ωB97M-V with the def2-TZVPD basis set",
  "species": ["C", "C", "C", "H", "H", "H", "H", "H", "H", "C", "N", "C", "H", "H", "H", "H", "H", "H", "H"],
  "positions_angstrom": [[-0.008472, -1.017016, -1.327401], [0.391277, -2.286031, -1.680465], [1.636530, -3.006016, -1.195186], [-0.488260, -0.421635, -2.009873], [0.501951, -0.610743, -0.369158], [-0.116541, -2.642703, -2.634881], [2.447445, -2.170446, -0.813579], [2.284464, -3.628701, -1.930357], [1.331085, -3.344188, -0.141085], [-0.092930, 1.023201, 1.857403], [-0.286794, 2.442155, 1.347074], [-1.593275, 2.472322, 0.554390], [-0.776286, 0.423382, 1.446286], [-0.162081, 1.057550, 2.974537], [0.896036, 0.568566, 1.569124], [-0.259576, 3.160801, 2.102511], [-2.511668, 2.172345, 1.186285], [-1.615431, 3.544806, 0.156022], [-1.522353, 1.677117, -0.217800]],
  "forces_ev_per_a": [[3.80, -3.44, 2.90], [-0.58, 2.22, -2.46], [1.74, 2.12, 2.55], [-1.87, 1.28, -0.98], [-1.00, -0.18, -1.93], [0.85, 0.09, 1.23], [-1.95, -1.68, -1.22], [-1.89, 0.52, 1.52], [0.89, -0.95, -1.67], [3.48, 3.60, 2.22], [-1.03, -1.23, -0.33], [0.85, 0.80, 1.33], [-2.97, -2.29, -1.29], [0.00, -0.52, -0.88], [-0.63, 0.81, 0.34], [-0.31, -1.15, -0.87], [1.16, 0.83, -0.79], [-0.63, -1.75, 0.20], [0.08, 0.92, 0.13]],
  "nbo_charge": [-0.42, -0.17, -0.69, 0.20, 0.18, 0.19, 0.21, 0.25, 0.24, -0.41, -0.64, -0.43, 0.18, 0.19, 0.18, 0.36, 0.17, 0.21, 0.20],
  "homo_lumo_gap_ev": 9.717,
  "smiles": "C=CC.CNC",
  "de_lowest_kcal_mol": 83.4,
  "charge": 0,
  "homo_energy_ev": -8.7,
  "e_lumo_ev": 1.06
}

=====

[6]
{
  "formula": "C5H13N",
  "method": "ωB97M-V with the def2-TZVPD basis set",
  "species": ["C", "N", "C", "C", "C", "C", "H", "H", "H", "H", "H", "H", "H", "H", "H", "H", "H", "H", "H"],
  "positions_angstrom": [[-1.165075, -1.643545, -0.615793], [-0.758467, -0.289584, -0.952166], [0.145216, 0.362688, 0.015524], [0.519222, 1.738732, -0.535662], [1.458336, -0.478171, 0.334083], [-0.624363, 0.519895, 1.346682], [-1.732404, -1.664793, 0.310650], [-1.794804, -1.993507, -1.455291], [-0.343057, -2.365893, -0.527971], [-0.450614, -0.251128, -1.907832], [-0.362237, 2.335554, -0.684613], [1.007367, 1.606757, -1.542834], [1.301993, 2.264938, 0.011689], [2.083531, 0.106640, 0.999063], [1.165103, -1.407010, 0.818652], [2.003159, -0.599898, -0.583557], [-0.799539, -0.442648, 1.830131], [-0.065460, 1.200245, 2.035209], [-1.587908, 1.000729, 1.104038]],
  "forces_ev_per_a": [[-0.14, -0.18, -0.93], [-0.02, 0.10, 0.85], [0.74, -0.54, 0.67], [1.06, -0.81, -1.43], [-1.51, 1.22, -0.21], [0.10, 0.96, -0.30], [-0.17, -0.01, -0.05], [0.07, 0.02, 0.59], [0.06, 0.05, 0.07], [0.44, 0.17, -0.10], [-0.33, 0.42, 0.08], [-0.60, 0.01, 0.64], [-0.36, -0.04, 0.50], [0.09, 0.01, 0.29], [0.32, -0.14, -0.17], [0.32, -0.51, -0.44], [0.03, 0.16, 0.07], [-0.37, -0.65, -0.44], [0.25, -0.24, 0.29]],
  "nbo_charge": [-0.41, -0.65, 0.13, -0.61, -0.63, -0.63, 0.19, 0.20, 0.16, 0.36, 0.22, 0.20, 0.21, 0.21, 0.21, 0.20, 0.21, 0.21, 0.22],
  "homo_lumo_gap_ev": 9.591,
  "smiles": "CNC(C)(C)C",
  "de_lowest_kcal_mol": 10.4,
  "charge": 0,
  "homo_energy_ev": -8.6,
  "e_lumo_ev": 1.02
}